The following is a quantum chemistry calculation of a molecular structure, C5H6O2, from OMol25.

Structure (XYZ):
```
13
Properties=species:S:1:pos:R:3:nbo_charge:R:1
C 0.307 0.532 1.323 -0.020
O 0.309 -0.834 1.275 -0.480
C 0.131 -1.225 -0.091 0.033
C -1.101 -0.691 -0.791 0.074
O -1.630 0.397 -0.055 -0.498
C -0.289 0.977 0.021 0.024
C 0.237 -0.057 -1.008 -0.312
H 1.680 1.144 1.113 0.027
H 0.968 1.100 2.008 0.264
H 0.530 -2.208 -0.321 0.222
H -1.771 -1.263 -1.426 0.210
H -0.261 2.044 -0.186 0.221
H 0.890 0.086 -1.862 0.236
```

- relative energy (zero: lowest compared OMol25 entry of this formula, charge and spin) (eV) = 6.085
- E_tot (eV) = -9371.0103
- gap between HOMO and LUMO (eV) = 9.34
- net charge = 0

The following is a quantum chemistry calculation of a molecular structure, C13H26N6O6Zn, from OMol25.

Structure (XYZ):
```
52
Properties=species:S:1:pos:R:3:nbo_charge:R:1
O -1.404 1.979 -1.779 -0.825
H -1.570 1.367 -2.544 0.540
Zn -0.635 0.502 -0.342 1.662
N 1.038 -0.817 -0.892 -0.272
N -1.149 -0.550 -2.149 -0.206
N 0.215 0.641 1.578 -0.213
N -1.810 1.829 0.767 -0.233
O 2.134 -0.949 -0.190 -0.716
O 1.254 -0.113 2.023 -0.564
O -2.883 2.534 0.237 -0.566
O -2.211 -0.250 -2.804 -0.653
C -0.424 -1.611 -2.538 0.054
C 0.810 -1.746 -1.848 0.158
C -0.454 1.293 2.533 0.167
C -1.626 1.976 2.062 0.220
C 1.748 -2.872 -2.112 -0.675
H 1.427 -3.782 -1.580 0.216
H 2.760 -2.611 -1.785 0.255
H 1.769 -3.099 -3.186 0.220
C -0.895 -2.540 -3.597 -0.671
H -1.789 -2.114 -4.062 0.257
H -1.146 -3.519 -3.164 0.210
H -0.131 -2.691 -4.372 0.213
C -0.073 1.270 3.967 -0.682
C -2.542 2.750 2.938 -0.684
H 0.854 0.712 4.111 0.265
H -0.867 0.812 4.571 0.234
H 0.059 2.288 4.351 0.233
H -3.352 3.175 2.338 0.263
H -1.990 3.555 3.437 0.237
H -2.960 2.092 3.710 0.239
H 1.681 -0.465 1.128 0.502
H -2.651 2.510 -0.732 0.521
C 0.124 2.101 -1.461 -0.389
H 0.713 1.630 -2.255 0.252
H 0.490 1.862 -0.425 0.186
H 0.276 3.183 -1.500 0.228
O 4.352 0.599 -0.964 -0.980
H 4.676 1.124 -0.211 0.454
H 3.636 0.039 -0.576 0.500
C -0.557 -2.908 1.173 -0.665
C -1.830 -2.297 0.754 0.390
N -2.055 -1.102 0.238 -0.581
C -3.427 -0.986 0.059 -0.071
C -4.022 -2.151 0.444 -0.104
N -2.996 -2.968 0.874 -0.517
H 0.118 -2.139 1.558 0.261
H -0.759 -3.646 1.960 0.216
H -0.083 -3.417 0.321 0.242
H -3.879 -0.088 -0.329 0.233
H -5.061 -2.427 0.452 0.223
H -3.074 -3.916 1.224 0.420
```

- E_tot (eV) = -83540.1472
- gap between HOMO and LUMO (eV) = 5.73
- net charge = 0

The following is a quantum chemistry calculation of a molecular structure, C10H23IrN6O2S, from OMol25.

Structure (XYZ):
```
43
Properties=species:S:1:pos:R:3:nbo_charge:R:1
Ir -0.056 1.680 0.442 0.843
N -1.416 0.447 1.495 -0.780
C -1.768 -0.773 0.713 -0.172
C -2.175 -1.965 1.568 -0.423
C -1.069 -2.563 2.463 -0.429
C -0.934 -4.077 2.301 -0.212
N -0.376 -4.418 0.993 -0.568
C 0.883 -4.760 0.740 0.680
N 1.619 -5.403 1.651 -0.766
N 1.396 -4.461 -0.452 -0.762
C -0.602 -1.066 -0.212 0.788
O -0.468 -2.159 -0.732 -0.658
O 0.225 -0.079 -0.397 -0.629
H -0.912 0.187 2.343 0.404
H -2.258 0.920 1.811 0.419
H -2.608 -0.500 0.071 0.253
H -2.551 -2.715 0.869 0.235
H -3.038 -1.682 2.174 0.240
H -1.279 -2.352 3.512 0.241
H -0.093 -2.114 2.241 0.199
H -1.915 -4.546 2.385 0.227
H -0.315 -4.498 3.089 0.219
H -0.851 -3.998 0.204 0.437
H 1.175 -5.902 2.402 0.426
H 2.570 -5.656 1.444 0.426
H 0.976 -3.712 -0.988 0.449
H 2.288 -4.821 -0.743 0.422
C -1.461 2.758 -0.588 -0.713
H -2.453 2.436 -0.264 0.198
H -1.365 2.553 -1.652 0.210
H -1.364 3.826 -0.400 0.218
S 1.558 3.146 0.063 -0.080
C 1.555 4.169 -1.358 0.372
N 1.260 3.823 -2.596 -0.542
C 1.530 4.914 -3.552 -0.230
C 1.956 6.070 -2.618 -0.231
N 1.968 5.417 -1.296 -0.533
H 1.014 2.882 -2.854 0.440
H 0.636 5.148 -4.123 0.233
H 2.323 4.623 -4.236 0.231
H 1.243 6.890 -2.622 0.231
H 2.943 6.455 -2.860 0.237
H 2.207 5.876 -0.432 0.446
```

- relative energy (zero: lowest compared OMol25 entry of this formula, charge and spin) (eV) = 0.447
- E_tot (eV) = -37440.8203
- gap between HOMO and LUMO (eV) = 8.21
- net charge = +2

The following is a quantum chemistry calculation of C5H7NO in the gas phase, from OMol25.

Structure (XYZ):
```
14
Properties=species:S:1:pos:R:3:nbo_charge:R:1
O -0.245 1.652 -0.498 -0.694
C -0.185 0.267 -0.307 0.208
C 1.136 -0.335 -0.811 -0.524
C 1.882 -0.260 0.449 0.277
N 1.846 -0.123 1.601 -0.330
C -1.513 -0.348 -0.396 -0.417
C -0.729 -0.153 0.999 -0.421
H 0.458 2.031 0.048 0.472
H 1.052 -1.370 -1.159 0.254
H 1.515 0.292 -1.623 0.262
H -2.292 0.251 -0.883 0.235
H -1.585 -1.409 -0.618 0.215
H -0.464 -1.113 1.436 0.226
H -0.875 0.619 1.760 0.237
```

- relative energy (zero: lowest compared OMol25 entry of this formula, charge and spin) (eV) = 2.459
- E_tot (eV) = -8833.7440
- gap between HOMO and LUMO (eV) = 10.98
- net charge = 0

The following is a quantum chemistry calculation of C5H8O2 in the gas phase, from OMol25.

Structure (XYZ):
```
15
Properties=species:S:1:pos:R:3:nbo_charge:R:1
O 1.979 0.395 -0.698 -0.715
C 1.099 0.164 0.390 0.112
C -0.039 1.208 0.330 -0.482
C -1.204 0.407 -0.192 0.341
O -2.409 1.010 -0.359 -0.668
C -0.859 -0.844 -0.507 -0.340
C 0.407 -1.204 0.228 -0.437
H 2.599 -0.347 -0.705 0.465
H 1.652 0.244 1.336 0.162
H -0.196 1.749 1.273 0.219
H 0.221 1.958 -0.427 0.241
H -3.067 0.305 -0.446 0.484
H 1.060 -1.958 -0.239 0.203
H -1.389 -1.486 -1.200 0.212
H 0.146 -1.602 1.217 0.203
```

- relative energy (zero: lowest compared OMol25 entry of this formula, charge and spin) (eV) = 1.099
- E_tot (eV) = -9408.7332
- gap between HOMO and LUMO (eV) = 9.31
- net charge = 0

The following is a quantum chemistry calculation of C11H14O in the gas phase, from OMol25.

Structure (XYZ):
```
26
Properties=species:S:1:pos:R:3:nbo_charge:R:1
C 0.753 1.525 1.914 -0.071
C 0.775 0.432 0.846 -0.239
C 1.873 0.754 -0.261 -0.404
C 1.895 -0.317 -1.318 -0.395
C 0.954 -1.508 -1.045 -0.424
C -0.460 -1.111 -0.600 -0.038
C -1.607 -1.655 -1.075 -0.183
C -2.901 -1.289 -0.643 -0.228
C -3.025 -0.190 0.164 -0.204
C -1.802 0.398 0.688 -0.193
C -0.564 -0.056 0.281 -0.040
H 0.467 3.105 0.672 0.469
H 1.862 1.721 2.217 0.174
H 0.232 1.270 2.905 0.196
H 1.173 -0.494 1.390 0.207
H 1.618 1.698 -0.703 0.197
H 2.859 0.809 0.262 0.208
H 1.581 0.067 -2.332 0.207
H 2.961 -0.739 -1.387 0.210
H 0.976 -2.094 -1.986 0.221
H 1.486 -2.191 -0.327 0.209
H -1.463 -2.591 -1.746 0.203
H -3.796 -1.717 -1.069 0.215
H -3.937 0.271 0.418 0.211
H -1.858 1.269 1.341 0.231
O -0.052 2.635 1.391 -0.738
```

- relative energy (zero: lowest compared OMol25 entry of this formula, charge and spin) (eV) = 0.000
- E_tot (eV) = -13680.7358
- gap between HOMO and LUMO (eV) = 9.73
- net charge = 0